[1]
Here is a molecular structure, C2H3N3O2 from OMol25. Energies are from ωB97M-V/def2-TZVPD.

The LUMO energy comes out at -0.00328 Ha. Its multiplicity is 1. The electronic energy is -392.66744 Ha.

Element x y z (Å)
1 O 3.04 1.82 -1.52
2 O 0.23 -0.87 1.34
3 N -1.17 -1.66 1.98
4 N 1.02 0.92 -0.63
5 N -1.60 -0.47 -0.15
6 C -1.00 -0.98 0.91
7 C 2.07 1.38 -1.04
8 H -1.03 0.05 -0.82
9 H 0.98 0.56 0.33
10 H -2.53 -0.76 -0.40

[2]
Here is a single C3H3NO2 molecule at a distorted geometry from OMol25. Energies are from ωB97M-V/def2-TZVPD.

The LUMO energy comes out at 0.01752 Ha. Its multiplicity is 1. The electronic energy is -321.28606 Ha.

Element x y z (Å)
1 O -0.31 -1.85 -0.45
2 O -0.52 0.41 -0.69
3 N 1.20 1.06 0.74
4 C -0.18 0.64 0.66
5 C 2.14 0.34 0.80
6 C -0.51 -0.88 -1.13
7 H -0.80 1.44 1.03
8 H -0.30 -0.28 1.24
9 H -0.72 -0.88 -2.20

[3]
Here is a molecular structure, C28H51IN4O7S at a distorted geometry from OMol25. Energies are from ωB97M-V/def2-TZVPD.

The LUMO energy comes out at -0.04040 Ha. Its multiplicity is 1. The electronic energy is -2538.85856 Ha.

Element x y z (Å)
1 I 3.24 4.50 -2.26
2 S 5.65 4.51 2.39
3 O -1.64 -7.39 2.64
4 O 6.03 -0.65 2.13
5 O -2.09 -3.16 1.09
6 O -4.06 5.01 -4.59
7 O -1.44 1.46 -3.59
8 O 3.13 -0.61 -0.09
9 O 7.22 -0.19 3.96
10 N -3.86 -5.59 1.90
11 N 5.48 2.88 2.68
12 N 4.95 4.78 0.89
13 N -1.17 4.50 -4.21
14 C 3.61 0.67 0.19
15 C -1.30 -0.24 2.82
16 C -2.88 -7.83 2.11
17 C 0.64 -0.25 0.37
18 C -3.44 -6.78 1.16
19 C -0.16 3.45 -4.31
20 C -1.67 -7.23 4.05
21 C 0.50 1.01 1.32
22 C 4.73 -0.08 2.50
23 C -4.37 5.56 -3.32
24 C 3.34 1.77 -0.82
25 C -0.65 2.04 -4.63
26 C -1.83 4.80 -5.48
27 C -4.20 -4.45 1.04
28 C 4.78 2.40 1.58
29 C -0.85 1.10 2.13
30 C 4.50 3.51 0.57
31 C 3.75 3.14 -0.69
32 C 2.01 -0.98 0.73
33 C -3.02 5.72 -5.26
34 C -3.05 -3.81 0.27
35 C 0.53 0.14 -1.18
36 C -0.59 2.15 3.32
37 C -2.83 1.72 -3.69
38 C 8.03 1.03 2.05
39 C 7.07 0.03 2.78
40 C -1.03 -3.99 1.53
41 C 4.35 0.96 1.40
42 H -1.52 2.19 3.96
43 H 1.31 -0.36 -1.81
44 H -5.20 4.99 -2.90
45 H -1.72 1.51 1.54
46 H -1.95 -0.79 2.07
47 H 0.24 1.40 -4.71
48 H 7.99 2.06 2.48
49 H -2.66 -6.53 0.43
50 H -4.63 -3.69 1.70
51 H -2.37 -6.44 4.33
52 H 0.35 3.42 -3.34
53 H 0.20 1.68 3.98
54 H -0.67 -6.95 4.38
55 H -3.61 -8.08 2.89
56 H -0.45 -0.94 3.05
57 H -2.73 6.63 -4.73
58 H -1.97 -0.02 3.69
59 H -1.11 5.29 -6.15
60 H -3.12 -5.31 2.53
61 H -2.56 -4.50 -0.43
62 H 1.87 -2.09 0.60
63 H 4.03 -0.95 2.58
64 H 0.64 1.25 -1.33
65 H 9.08 0.65 2.23
66 H 0.55 1.94 0.67
67 H -3.42 6.02 -6.24
68 H -0.15 -3.36 1.70
69 H -1.88 4.21 -3.54
70 H -0.28 3.16 2.94
71 H -1.95 -8.17 4.54
72 H -4.30 -7.19 0.62
73 H 2.20 -0.83 1.83
74 H 0.59 3.75 -5.05
75 H 4.80 0.41 3.51
76 H -3.48 -3.02 -0.35
77 H -2.19 3.89 -5.96
78 H -3.51 5.47 -2.64
79 H -0.53 -0.10 -1.49
80 H -1.28 -4.46 2.49
81 H -0.77 -4.76 0.80
82 H 1.34 1.12 2.06
83 H -3.16 1.81 -4.72
84 H -3.36 0.89 -3.22
85 H -1.16 1.97 -5.59
86 H 2.80 1.46 -1.75
87 H -4.98 -4.75 0.34
88 H -4.67 6.61 -3.41
89 H -2.68 -8.75 1.54
90 H -3.08 2.63 -3.13
91 H 7.87 1.03 0.93
92 H -0.17 -1.03 0.53

[4]
Here is a molecular structure, C3H4BrO3Zr at a distorted geometry from OMol25. Energies are from ωB97M-V/def2-TZVPD.

The LUMO energy comes out at -0.68293 Ha. The net charge is +3. Its multiplicity is 1. The electronic energy is -2961.91674 Ha.

Element x y z (Å)
1 Zr -3.18 -3.99 -2.70
2 Br -1.22 -2.62 -1.61
3 O 0.99 3.36 0.48
4 O 1.50 1.22 -0.14
5 O -0.25 1.53 1.14
6 C 0.76 2.15 0.50
7 C -0.36 0.18 0.77
8 C 0.97 -0.10 0.03
9 H -0.25 -0.39 1.70
10 H 0.67 -0.52 -0.93
11 H -1.26 -0.04 0.19
12 H 1.63 -0.77 0.58

[5]
Here is a single C3H3ClO2 molecule at a distorted geometry from OMol25. Energies are from ωB97M-V/def2-TZVPD.

The LUMO energy comes out at 0.02704 Ha. As for the SMILES: C[C@]1(Cl)OC1=O. Its multiplicity is 1. The electronic energy is -726.72060 Ha.

Element x y z (Å)
1 Cl -2.31 1.77 -0.39
2 O -3.16 -1.95 -0.32
3 O -2.34 -0.33 1.25
4 C -2.60 -1.04 0.13
5 C -0.14 0.01 0.01
6 C -1.64 0.22 0.03
7 H 0.41 0.80 -0.67
8 H -0.05 0.12 1.09
9 H 0.18 -0.92 -0.31

[6]
Here is a gas-phase ion, C24H30F6N5 (charge +1) at a distorted geometry from OMol25. Energies are from ωB97M-V/def2-TZVPD.

The LUMO energy comes out at -0.07827 Ha. As for the SMILES: CN1CCN(C)C1=[NH+]C(c1ccc(N(C)CC(F)(F)F)cc1)c1ccc(N(C)CC(F)(F)F)cc1. The net charge is +1. Its multiplicity is 1. The electronic energy is -1805.25552 Ha.

Element x y z (Å)
1 F -0.75 5.04 5.33
2 F -4.19 -3.04 -1.24
3 F -1.99 5.44 3.57
4 F -1.24 7.11 4.79
5 F -5.65 -4.60 -1.81
6 F -5.67 -3.75 0.24
7 N -6.16 -1.14 -0.70
8 N 0.11 2.47 -5.40
9 N -0.82 2.42 -3.13
10 N 0.03 4.42 -4.41
11 N 0.52 4.56 2.84
12 C -5.50 -3.45 -1.10
13 C -1.92 2.65 -1.96
14 C 0.69 3.35 -6.40
15 C -4.53 -0.19 -2.31
16 C -6.99 -1.06 0.49
17 C -0.14 2.70 1.39
18 C -0.52 4.99 0.68
19 C -1.16 4.52 -0.48
20 C -1.20 3.15 -0.74
21 C -3.44 0.65 -2.59
22 C -4.57 0.60 -0.02
23 C -0.90 5.90 4.27
24 C 1.27 3.69 3.74
25 C -6.42 -2.35 -1.51
26 C 0.30 5.91 3.39
27 C -0.02 1.14 -5.90
28 C -5.14 -0.25 -1.01
29 C -0.04 4.09 1.67
30 C -0.67 2.24 0.20
31 C -3.44 1.38 -0.30
32 C -0.26 3.08 -4.23
33 C 0.69 4.73 -5.68
34 C -2.89 1.49 -1.61
35 C -0.13 5.40 -3.39
36 H 0.03 3.42 -7.32
37 H 0.76 5.99 -3.24
38 H -6.49 -1.44 1.39
39 H -1.89 5.20 -1.01
40 H 0.09 5.50 -6.24
41 H -3.09 2.07 0.49
42 H -7.88 -1.67 0.35
43 H 1.76 3.06 -6.64
44 H 0.60 3.16 4.44
45 H -0.92 6.11 -3.60
46 H 1.86 2.95 3.18
47 H -2.56 3.48 -2.50
48 H -0.75 1.11 -6.73
49 H -6.27 -2.14 -2.57
50 H 0.13 1.97 2.17
51 H -0.35 0.41 -5.16
52 H 0.14 6.64 2.59
53 H -3.15 0.74 -3.64
54 H 1.96 4.29 4.34
55 H 1.15 6.17 4.02
56 H -7.33 -0.03 0.69
57 H 0.97 0.80 -6.26
58 H 1.73 5.12 -5.49
59 H -7.43 -2.70 -1.29
60 H -0.96 1.41 -3.09
61 H -4.95 -0.79 -3.11
62 H -0.43 6.06 0.80
63 H -0.36 4.99 -2.41
64 H -4.96 0.65 1.01
65 H -1.00 1.18 0.18

[7]
Here is 9 unconnected molecules or ions with the total composition C10H38N8O9 at a distorted geometry from OMol25. Energies are from ωB97M-V/def2-TZVPD.

The LUMO energy comes out at 0.01081 Ha. As for the SMILES: NC(N)=O.NC(N)=O.NC(N)=O.NC(N)=O.CCO.CO.CO.CO.CO. Its multiplicity is 1. The electronic energy is -1519.08434 Ha.

Element x y z (Å)
1 O -4.04 -0.38 -0.90
2 O -1.37 -1.47 -0.76
3 O 4.42 -2.64 2.13
4 O 1.99 3.02 3.57
5 O -2.90 0.16 3.40
6 O -0.31 -3.35 1.27
7 O -1.72 1.11 -4.42
8 O 1.72 2.26 -1.81
9 O -1.26 -1.99 -3.61
10 N -0.99 -4.09 3.41
11 N 0.54 4.12 -1.13
12 N -2.81 2.30 4.24
13 N 6.07 -1.48 1.08
14 N 4.21 -2.11 -0.09
15 N 2.73 4.05 -0.78
16 N -2.32 1.89 2.06
17 N 1.07 -3.24 3.01
18 C 1.67 3.35 -1.25
19 C 0.56 -0.35 0.12
20 C -0.73 -0.21 -0.65
21 C 1.95 2.43 2.27
22 C 4.83 -2.08 1.13
23 C -4.52 -0.54 -2.22
24 C -0.15 -3.54 2.48
25 C -2.70 1.36 3.25
26 C -2.33 -2.87 -3.82
27 C -0.34 1.42 -4.32
28 H -1.40 0.57 -0.28
29 H 3.45 -2.73 -0.30
30 H 6.64 -1.51 1.90
31 H -3.22 -2.38 -4.22
32 H 0.20 1.15 -5.23
33 H -2.39 2.88 1.91
34 H 4.57 -1.60 -0.87
35 H 6.42 -1.09 0.23
36 H 0.57 5.05 -0.75
37 H -1.10 -2.01 -0.01
38 H -0.34 3.75 -1.44
39 H 1.07 2.72 1.69
40 H -1.96 -4.04 3.17
41 H -1.80 0.16 -4.35
42 H 1.75 2.32 4.19
43 H -4.79 -1.58 -2.43
44 H -3.17 1.98 5.12
45 H 1.10 -1.20 -0.31
46 H -2.70 3.28 4.07
47 H 0.21 0.86 -3.56
48 H 1.93 1.35 2.40
49 H 1.17 -3.57 3.95
50 H -2.07 1.23 1.36
51 H -2.53 -3.50 -2.95
52 H -5.45 -0.01 -2.42
53 H -0.24 2.47 -4.06
54 H -3.78 -0.29 -2.99
55 H -2.02 -3.51 -4.65
56 H -0.72 -4.21 4.36
57 H 1.75 -2.60 2.63
58 H 0.39 -0.50 1.18
59 H 1.26 0.47 -0.08
60 H 3.64 3.62 -0.81
61 H -3.25 -0.93 -0.84
62 H 2.78 2.71 1.63
63 H -0.52 0.19 -1.64
64 H 2.65 5.02 -0.56
65 H -1.36 -1.64 -2.71

[8]
Here is 2 unconnected molecules or ions with the total composition C3H3N3 at a distorted geometry from OMol25. Energies are from ωB97M-V/def2-TZVPD.

The LUMO energy comes out at -0.00351 Ha. As for the SMILES: C=C=C=N.N#N. Its multiplicity is 1. The electronic energy is -280.30935 Ha.

Element x y z (Å)
1 N -3.74 0.55 -0.47
2 N -3.63 0.03 0.50
3 N -0.94 -0.98 -0.01
4 C 0.21 -0.51 -0.06
5 C 2.42 0.76 -0.10
6 C 1.39 -0.03 0.03
7 H 3.31 0.45 0.43
8 H 2.19 1.61 -0.68
9 H -1.21 -1.88 0.36

[9]
Here is 2 unconnected molecules or ions with the total composition C9H14O at a distorted geometry from OMol25. Energies are from ωB97M-V/def2-TZVPD.

The LUMO energy comes out at 0.03175 Ha. As for the SMILES: Cc1ccc(O)cc1.CC. Its multiplicity is 1. The electronic energy is -426.54627 Ha.

Element x y z (Å)
1 O -2.09 -0.24 -2.88
2 C -2.43 0.06 -0.50
3 C -0.50 -1.06 -1.36
4 C -1.75 -0.50 -1.56
5 C 2.51 2.52 -0.37
6 C 2.57 1.00 -0.18
7 C -1.05 -1.16 1.03
8 C -2.10 -0.29 0.81
9 C -0.23 -1.49 -0.05
10 C -0.59 -1.59 2.40
11 H 0.19 -1.28 -2.16
12 H -1.35 -1.75 3.17
13 H -2.75 0.06 1.61
14 H 2.39 2.75 -1.42
15 H 1.67 2.99 0.16
16 H 0.71 -2.02 -0.03
17 H 1.60 0.54 -0.36
18 H 0.07 -0.80 2.75
19 H -3.01 -0.11 -2.97
20 H 3.45 0.62 -0.69
21 H 2.71 0.70 0.87
22 H 3.37 2.99 0.11
23 H -3.34 0.60 -0.73
24 H -0.05 -2.54 2.35

[10]
Here is a molecular structure, C18H33Cl3InN6O5S3Si from OMol25. Energies are from ωB97M-V/def2-TZVPD.

The LUMO energy comes out at -0.09985 Ha. The net charge is +1. Its multiplicity is 1. The electronic energy is -4465.16218 Ha.

Element x y z (Å)
1 In 0.41 -0.33 -0.16
2 Cl 3.04 0.41 -3.13
3 Cl 1.70 -1.36 -5.64
4 Cl -0.22 0.49 -3.67
5 S -2.36 6.17 0.75
6 S 0.27 -3.06 -2.60
7 S -0.83 2.43 -0.05
8 Si 1.45 -0.63 -3.78
9 O 1.41 -1.96 -2.74
10 O -3.52 6.55 -0.01
11 O -0.85 -2.67 -3.40
12 O 0.06 -3.30 -1.20
13 O -2.20 6.70 2.07
14 N -0.04 0.41 2.26
15 N 2.40 -0.63 1.24
16 N -2.25 4.52 0.79
17 N 0.02 -2.20 1.47
18 N -5.58 0.07 -2.07
19 N -2.86 -0.09 -1.17
20 C 1.40 6.21 -1.67
21 C 2.44 0.40 2.29
22 C 1.07 -4.44 -3.31
23 C 0.80 5.05 -1.21
24 C 1.19 -2.56 2.28
25 C -1.18 -1.85 2.22
26 C 2.49 -2.03 1.67
27 C -0.36 5.17 -0.46
28 C -3.35 1.07 -1.90
29 C -5.12 -1.12 -1.28
30 C -3.62 -1.29 -1.48
31 C -0.89 6.42 -0.20
32 C -4.83 1.32 -1.68
33 C 1.15 0.51 3.11
34 C -1.14 -0.39 2.78
35 C -0.31 7.58 -0.65
36 C -1.21 4.10 0.15
37 C 0.86 7.46 -1.40
38 H -5.36 -0.91 -0.24
39 H 0.40 -5.30 -3.18
40 H 1.35 8.35 -1.77
41 H -6.59 0.20 -1.98
42 H -3.27 -2.13 -0.87
43 H -2.83 0.10 -0.17
44 H 1.11 -0.27 3.88
45 H -0.37 1.34 2.01
46 H 2.73 -2.62 0.79
47 H 1.22 -4.24 -4.37
48 H 1.18 1.46 3.64
49 H -2.78 1.94 -1.58
50 H -0.74 8.55 -0.43
51 H 1.27 -3.64 2.40
52 H -1.13 -0.41 3.87
53 H 1.05 -2.16 3.28
54 H 3.28 0.25 2.99
55 H 3.18 -0.45 0.61
56 H -2.01 -1.94 1.51
57 H -1.39 -2.54 3.04
58 H -3.41 -1.57 -2.52
59 H -3.16 0.91 -2.97
60 H -5.05 1.51 -0.62
61 H 2.60 1.35 1.78
62 H -5.69 -1.99 -1.60
63 H -0.17 -2.91 0.79
64 H -2.07 0.11 2.49
65 H 3.30 -2.18 2.40
66 H 2.31 6.14 -2.26
67 H -5.39 -0.11 -3.06
68 H 1.21 4.07 -1.41
69 H 2.01 -4.60 -2.80
70 H -5.21 2.15 -2.27

[11]
Here is a molecular structure, C20H28AsAuBF4N2O from OMol25. Energies are from ωB97M-V/def2-TZVPD.

The LUMO energy (spin up / spin down) comes out at -0.11215 / -0.23347 Ha. The net charge is +1. Its multiplicity is 3. The electronic energy is -3759.32324 Ha.

Element x y z (Å)
1 Au -0.40 -0.26 0.61
2 As 0.40 2.31 0.61
3 F -2.99 3.09 0.21
4 F -4.20 1.11 0.13
5 F -2.35 1.29 1.49
6 F -2.09 1.21 -0.78
7 O 2.19 -0.43 0.37
8 N -1.04 -3.86 -6.00
9 N 0.66 -2.30 1.53
10 C -2.06 -2.06 -1.03
11 C -1.27 -3.22 -1.24
12 C 0.12 4.80 -0.72
13 C -1.28 -3.49 -4.94
14 C 2.01 -4.11 0.77
15 C 0.03 -3.14 2.35
16 C 1.65 -2.77 0.76
17 C 0.47 4.16 2.86
18 C 2.38 -1.76 -0.11
19 C 1.34 -4.98 1.60
20 C -1.56 -3.01 -3.61
21 C -2.28 -1.57 0.29
22 C 0.33 -4.48 2.42
23 C 3.08 2.40 -0.58
24 C -0.39 3.08 2.21
25 C -1.03 -3.68 -2.51
26 C 2.32 2.55 0.74
27 C -2.36 -1.87 -3.43
28 C -0.07 3.31 -0.98
29 C -2.61 -1.40 -2.16
30 B -2.97 1.70 0.26
31 H -3.04 -0.81 0.46
32 H -0.10 5.34 -1.64
33 H 2.51 -0.39 1.28
34 H -1.36 3.44 1.89
35 H -0.08 4.54 3.73
36 H 2.00 -1.78 -1.13
37 H -0.57 2.24 2.87
38 H -1.10 3.07 -1.24
39 H 1.14 5.06 -0.43
40 H -0.57 5.16 0.04
41 H -0.75 -2.71 2.97
42 H -0.20 -5.12 3.11
43 H -3.21 -0.52 -2.01
44 H 1.43 3.78 3.22
45 H 4.15 2.46 -0.39
46 H -2.12 -2.27 1.10
47 H 0.66 5.00 2.20
48 H 2.82 -4.45 0.13
49 H -0.44 -4.58 -2.66
50 H 2.87 1.46 -1.07
51 H -0.87 -3.74 -0.38
52 H 0.59 2.92 -1.76
53 H 2.70 1.89 1.52
54 H 2.83 3.21 -1.26
55 H 2.41 3.57 1.12
56 H 3.44 -2.00 -0.14
57 H -2.78 -1.38 -4.29
58 H 1.60 -6.03 1.63

[12]
Here is 2 unconnected molecules or ions with the total composition C9H14O at a distorted geometry from OMol25. Energies are from ωB97M-V/def2-TZVPD.

The LUMO energy comes out at 0.03092 Ha. As for the SMILES: Cc1ccc(O)cc1.CC. Its multiplicity is 1. The electronic energy is -426.56547 Ha.

Element x y z (Å)
1 O -0.99 1.60 -2.64
2 C -0.13 -1.94 -0.59
3 C 1.04 2.69 1.83
4 C 0.15 -3.24 0.13
5 C 0.63 -0.03 -1.89
6 C 0.01 1.80 2.52
7 C 0.89 -1.23 -1.21
8 C -0.65 0.46 -1.95
9 C -1.68 -0.26 -1.37
10 C -1.42 -1.44 -0.68
11 H 1.69 3.14 2.56
12 H 1.89 -1.63 -1.27
13 H -0.20 2.04 -2.96
14 H -2.68 0.12 -1.45
15 H -0.69 2.37 3.14
16 H 0.64 3.44 1.16
17 H -0.59 1.14 1.90
18 H 0.90 -3.86 -0.38
19 H 1.48 0.45 -2.37
20 H -0.79 -3.78 0.26
21 H 0.49 1.14 3.24
22 H -2.28 -2.00 -0.35
23 H 0.56 -3.05 1.11
24 H 1.73 2.07 1.26

[13]
Here is a molecular structure, C11H18BF3N2NiO at a distorted geometry from OMol25. Energies are from ωB97M-V/def2-TZVPD.

The LUMO energy (spin up / spin down) comes out at -0.04482 / -0.04419 Ha. Its multiplicity is 3. The electronic energy is -2447.30448 Ha.

Element x y z (Å)
1 Ni 0.59 -0.31 -1.35
2 F 1.75 0.26 5.33
3 F 0.54 -1.55 5.31
4 F -0.42 0.41 5.31
5 O -0.25 1.14 -1.94
6 N -0.26 -1.78 -1.95
7 N 0.59 -0.31 0.48
8 C 0.77 2.07 -2.25
9 C 1.69 0.23 2.55
10 C -0.47 -0.83 2.58
11 C -0.44 -0.81 1.20
12 C 0.63 -0.29 4.78
13 C -0.81 -2.73 -2.34
14 C 0.62 -0.29 3.28
15 C 1.89 2.08 -1.20
16 C 1.63 0.20 1.16
17 C -2.50 1.20 -1.12
18 C -1.05 1.57 -0.86
19 B -1.54 -3.99 -2.85
20 H 0.36 3.09 -2.39
21 H -2.59 0.10 -1.26
22 H -1.32 -1.25 3.11
23 H -1.14 -4.94 -2.27
24 H -1.01 2.68 -0.69
25 H -2.71 -3.87 -2.67
26 H -2.86 1.71 -2.04
27 H 2.02 -0.31 -1.86
28 H 2.35 1.07 -1.11
29 H -3.13 1.51 -0.26
30 H -1.33 -4.12 -4.02
31 H -1.26 -1.22 0.62
32 H 2.56 0.66 3.04
33 H 1.50 2.39 -0.21
34 H 2.68 2.80 -1.51
35 H 1.21 1.78 -3.23
36 H 2.44 0.59 0.55
37 H -0.71 1.07 0.07